Record 1
42
Properties=species:S:1:pos:R:3:forces:R:3 method="wB97M-V/def2-TZVPD" lumo_energy_ev=0.51 e_homo_ev=-9.8277 e_tot_ha=-1621.10563 orbital_gap_ha=0.3797 relative_energy_kcal_mol=0.6
C 2.278 -1.570 5.717 -0.05 -0.13 -0.17
C 1.724 -2.508 4.650 -0.20 0.12 0.08
C 0.571 -1.883 3.857 0.29 -0.08 -0.11
C 1.025 -0.863 2.810 -0.03 -0.18 0.06
C 1.750 -1.433 1.585 0.00 0.21 0.35
N 0.845 -1.909 0.531 -0.15 -0.01 -0.04
C 0.608 -3.345 0.616 0.02 -0.17 0.02
H 0.249 -3.596 1.609 -0.01 -0.08 0.04
H 1.517 -3.926 0.416 0.03 0.02 0.00
H -0.155 -3.629 -0.107 -0.04 -0.04 -0.03
C 1.320 -1.568 -0.812 0.15 0.08 -0.28
C 1.185 -0.089 -1.183 0.03 -0.32 -0.04
C -0.219 0.308 -1.605 -0.48 1.00 0.53
P -1.451 0.445 -0.233 0.07 -0.01 0.74
O -2.711 0.965 -0.794 -0.18 0.03 -0.33
O -0.765 1.374 0.862 -0.15 -0.53 0.03
H -0.530 2.238 0.481 0.18 0.29 -0.21
O -1.595 -0.938 0.466 -0.27 0.08 -0.02
H -0.684 -1.345 0.654 0.39 -0.07 -0.11
P -0.213 2.064 -2.205 -0.53 0.07 -0.64
O 0.106 3.017 -1.136 0.23 0.06 0.35
O 0.783 2.157 -3.435 0.14 -0.02 0.18
H 0.454 1.697 -4.211 -0.08 -0.11 -0.26
O -1.626 2.261 -2.913 0.68 0.03 -0.29
H -2.338 2.108 -2.272 -0.34 -0.22 0.33
O -0.722 -0.546 -2.608 0.02 -0.24 -0.23
H -1.685 -0.464 -2.607 -0.03 0.00 -0.16
H 1.476 0.563 -0.360 0.15 0.03 -0.01
H 1.857 0.111 -2.023 0.03 -0.01 0.08
H 0.733 -2.143 -1.533 0.11 -0.01 0.08
H 2.374 -1.866 -0.931 -0.11 -0.03 0.05
H 2.429 -2.242 1.886 0.04 0.04 -0.12
H 2.367 -0.637 1.168 0.03 -0.04 -0.05
H 0.159 -0.296 2.467 0.11 0.12 0.00
H 1.700 -0.154 3.293 -0.01 0.10 0.00
H -0.094 -1.380 4.558 -0.15 0.00 0.06
H -0.011 -2.671 3.379 -0.13 0.01 0.03
H 1.367 -3.418 5.138 0.06 -0.05 -0.05
H 2.530 -2.799 3.975 0.03 -0.13 -0.05
H 1.505 -1.325 6.443 -0.03 0.06 0.08
H 3.107 -2.037 6.241 0.10 0.02 0.11
H 2.637 -0.642 5.275 0.06 0.11 0.03

---

Record 2
40
Properties=species:S:1:pos:R:3:forces:R:3 method="wB97M-V/def2-TZVPD" lumo_energy_ev=3.13 e_homo_ev=-3.4824 e_tot_ha=-733.00049 orbital_gap_ha=0.2428 total_charge=-1 relative_energy_kcal_mol=18.7
C -0.413 -2.525 3.596 -0.16 -0.85 -1.21
B -0.511 -2.520 1.961 0.74 -0.82 0.66
O 0.029 -3.685 1.323 0.27 0.61 1.27
B -1.258 -1.211 1.206 -0.42 0.24 -0.04
C -2.469 -1.803 0.232 -1.13 -1.08 -0.18
B -3.641 -2.258 1.216 0.40 0.61 -0.53
O -4.529 -1.282 1.796 0.33 -1.13 -0.55
O -3.816 -3.616 1.585 0.26 0.88 -0.72
O -0.320 -0.247 0.537 -0.12 -0.41 -1.05
C 0.043 -0.626 -0.756 1.17 1.54 0.06
C 1.203 0.340 -1.199 -0.32 -0.37 -0.24
C 2.440 0.271 -0.242 0.16 -0.07 -0.38
C 0.698 1.804 -1.403 0.86 -0.64 0.00
C 1.872 2.706 -1.961 -1.11 0.34 -0.13
C 2.352 3.725 -0.864 0.06 -0.11 -0.33
C 1.345 3.493 -3.219 0.45 -0.05 0.99
H 0.008 -1.541 3.876 -0.27 -0.49 0.12
H -1.462 -2.625 3.961 0.71 0.17 0.11
H 0.216 -3.384 3.919 -0.38 0.57 0.24
H 0.494 -3.465 0.519 -0.45 0.10 -0.57
H -1.816 -0.577 2.092 -0.07 0.32 0.33
H -2.151 -2.711 -0.345 -0.08 0.69 0.21
H -2.836 -1.038 -0.499 0.12 -0.34 0.63
H -4.168 -1.068 2.657 0.04 0.25 0.23
H -4.744 -3.819 1.700 -0.20 0.12 0.51
H -0.761 -0.488 -1.515 0.09 -0.30 0.43
H 0.422 -1.672 -0.841 -0.21 0.24 0.14
H 1.526 -0.025 -2.201 -0.11 0.21 0.38
H 2.337 -0.547 0.497 -0.11 0.59 -0.24
H 2.607 1.241 0.273 -0.18 -0.69 -0.05
H 3.373 0.057 -0.815 -0.54 0.19 0.29
H -0.160 1.799 -2.104 0.41 -0.03 0.26
H 0.328 2.191 -0.434 0.16 -0.20 -0.47
H 2.710 2.069 -2.319 -0.44 0.28 0.45
H 2.236 4.752 -1.277 0.36 -0.48 0.44
H 3.400 3.540 -0.548 -0.49 0.28 -0.32
H 1.744 3.666 0.062 0.24 -0.02 -0.61
H 0.544 4.169 -2.845 0.35 -0.34 -0.54
H 0.953 2.808 -3.996 0.18 0.40 0.41
H 2.177 4.104 -3.628 -0.56 -0.23 0.02

---

Record 3
39
Properties=species:S:1:pos:R:3:forces:R:3 method="wB97M-V/def2-TZVPD" lumo_energy_ev=2.77 e_homo_ev=-4.0513 e_tot_ha=-5738.44717 orbital_gap_ha=0.2507 total_charge=-1
Li -0.813 -0.694 -0.122 -2.48 -1.12 -0.64
Br -0.707 -2.397 -0.898 0.04 -6.18 -2.66
Br -2.076 0.716 -0.686 -4.20 4.57 -2.81
C 0.170 -0.090 -3.027 0.20 1.12 -0.15
C 0.369 1.344 -2.464 0.22 -1.50 -1.30
O 1.244 1.226 -1.307 4.08 4.82 -7.97
C 1.796 2.456 -0.966 2.11 -0.25 0.90
C 2.764 2.242 0.236 -0.77 1.08 -0.54
H -0.444 -0.019 -3.924 -0.20 0.00 0.01
H 1.093 -0.595 -3.313 0.30 0.25 0.06
H -0.320 -0.737 -2.300 0.01 0.39 -0.45
H 0.831 2.020 -3.184 0.28 0.01 -0.07
H -0.607 1.719 -2.157 0.28 0.19 0.09
H 2.436 2.728 -1.805 -0.21 0.62 -0.21
H 1.041 3.206 -0.729 -0.09 0.06 -0.15
H 3.409 1.371 0.125 -0.02 0.19 -0.29
H 2.174 2.111 1.143 0.35 0.60 -0.03
H 3.362 3.153 0.278 0.15 0.00 0.29
C -2.654 -2.544 1.761 0.24 0.22 0.21
C -2.355 -1.072 1.413 -2.08 -2.61 1.57
C -3.073 -0.160 2.368 -0.38 0.64 -0.14
O -0.985 -0.839 1.433 -1.75 -1.21 5.06
H -3.726 -2.738 1.725 -0.06 -0.11 -0.34
H -2.360 -2.790 2.781 0.21 0.10 0.37
H -2.068 -3.172 1.090 -0.42 -0.11 0.00
H -2.681 -0.910 0.386 -0.34 -0.44 0.86
H -2.860 -0.368 3.416 0.36 -0.16 0.16
H -4.152 -0.275 2.273 -0.10 0.09 -0.18
H -2.795 0.868 2.136 -0.15 0.08 0.06
H -0.701 -0.939 2.344 0.04 -0.01 -0.05
C 2.231 -1.155 -0.126 0.04 -0.30 0.54
C 1.372 -0.275 0.790 -0.05 -0.28 -0.21
O 0.239 0.258 0.117 4.54 0.23 6.32
H 1.677 -2.035 -0.453 -0.14 0.50 -0.42
H 3.071 -1.618 0.391 0.46 0.46 0.29
H 2.563 -0.512 -0.941 0.21 -0.59 -0.17
H 1.982 0.550 1.157 -0.29 -0.96 0.45
H 0.961 -0.842 1.625 0.83 -0.04 -0.03
H 0.591 0.808 -0.587 -1.23 -0.36 1.57

---

Record 4
42
Properties=species:S:1:pos:R:3:forces:R:3 method="wB97M-V/def2-TZVPD" lumo_energy_ev="-9.66 / -9.22" e_homo_ev="-12.3224 / -12.4244" e_tot_ha=-3452.13428 orbital_gap_ha="0.0979 / 0.1177" multiplicity=2 s_squared=0.772 total_charge=+2
I 1.745 -1.417 1.436 -1.15 -0.11 -1.07
I 2.113 1.181 1.267 -1.41 0.50 0.13
Ti -2.043 0.080 -1.538 0.56 -0.09 0.99
P 0.482 0.029 -2.233 2.54 0.00 -1.56
C 2.342 0.115 -1.940 0.22 0.65 1.58
C 0.726 -1.338 -3.427 -0.88 -0.35 0.12
H 1.354 -0.947 -4.242 -0.32 -0.29 0.27
H 1.365 1.224 -4.093 -0.49 0.25 0.09
H -0.240 -1.697 -3.791 0.27 -0.22 -0.35
H -0.410 1.531 -3.926 0.09 0.29 -0.32
H 2.759 -0.871 -1.712 -0.23 0.21 -0.12
H 1.246 -2.140 -2.893 -0.20 0.00 -0.24
C 0.541 1.441 -3.400 -0.74 0.27 0.31
H 2.814 0.567 -2.829 -0.51 -0.51 0.14
H 0.745 2.353 -2.828 -0.05 -0.04 -0.28
H 2.586 0.790 -1.096 -0.13 -0.54 -0.82
P -1.949 -0.126 1.228 -1.26 -0.20 2.30
C -1.311 -0.112 3.007 1.49 0.24 -0.13
C -3.184 1.163 1.653 0.20 0.35 -0.75
H -3.576 -1.895 0.817 -0.24 -0.27 0.27
H -3.560 -1.322 2.539 0.15 -0.28 -0.44
H -2.248 -2.394 1.908 -0.33 -0.04 -0.07
C -2.954 -1.595 1.661 -0.02 -0.33 -0.93
H -3.949 1.222 0.879 -0.31 0.26 0.14
H -3.612 0.886 2.627 -0.07 0.28 -0.56
H -2.189 0.026 3.672 0.51 0.10 -0.69
H -0.556 0.671 3.164 -0.33 -0.17 0.09
H -2.644 2.114 1.726 -0.35 0.00 0.06
H -0.862 -1.075 3.262 0.06 0.15 -0.24
Cl -3.751 -0.434 -2.771 0.69 0.11 0.45
S 4.714 1.322 2.996 0.94 -0.96 -0.04
C 4.326 -0.308 3.054 -0.48 0.02 1.14
N 3.353 -0.747 3.929 0.47 0.28 0.16
C 3.428 -2.193 4.145 0.82 0.04 0.63
C 4.235 -2.681 2.921 0.52 0.41 0.28
N 4.727 -1.400 2.365 0.62 -0.15 -0.25
H 3.105 -0.080 4.653 0.15 -0.43 -0.03
H 2.449 -2.654 4.261 -0.06 0.01 -0.15
H 4.030 -2.424 5.045 -0.46 0.17 -0.24
H 3.650 -3.241 2.201 -0.14 0.02 -0.22
H 5.044 -3.350 3.238 0.00 0.36 -0.13
H 5.405 -1.334 1.611 -0.15 -0.01 0.49

---

Record 5
45
Properties=species:S:1:pos:R:3:forces:R:3 method="wB97M-V/def2-TZVPD" lumo_energy_ev="4.63 / 4.61" e_homo_ev="1.8079 / 1.4267" e_tot_ha=-2825.19834 orbital_gap_ha="0.1039 / 0.1168" multiplicity=2 s_squared=0.751 total_charge=-2
Cu -5.203 12.029 -3.094 -0.10 1.07 0.97
C -5.860 14.110 -0.734 -3.73 1.35 3.26
O -5.784 13.584 0.390 0.86 -3.16 4.04
O -5.057 13.896 -1.584 6.51 -2.88 -7.18
O -6.793 14.895 -0.936 -3.71 2.97 -1.07
C -5.913 9.840 -0.901 0.22 0.74 -0.01
C -5.231 8.554 -1.289 -0.07 -0.37 0.65
O -4.236 8.202 -0.249 -0.99 0.17 -1.57
O -5.003 10.935 -1.037 0.37 -1.67 -0.56
H -6.233 9.672 0.127 0.05 0.39 0.31
H -6.800 10.115 -1.472 -0.16 -0.55 -0.29
H -4.839 8.556 -2.306 0.55 0.31 0.08
H -5.989 7.771 -1.311 0.04 -0.23 0.34
H -3.681 8.986 -0.249 0.26 0.26 0.22
H -5.221 11.640 -0.422 -0.34 1.64 0.74
C -1.060 12.612 -2.847 -2.99 -0.88 0.89
C -1.539 11.429 -3.700 -2.38 1.52 -0.01
O -2.886 11.814 -4.105 0.91 -0.21 0.02
O 0.220 12.294 -2.514 2.58 0.48 0.07
H -1.638 12.724 -1.930 -0.21 -0.85 0.29
H -1.317 13.608 -3.207 0.77 0.10 -1.23
H -1.577 10.473 -3.178 0.13 0.16 0.41
H -0.898 11.284 -4.569 0.19 0.18 -0.32
H -3.212 11.178 -4.746 -0.27 -0.45 -0.36
H 0.593 12.152 -3.387 0.92 -0.14 0.16
C -5.288 13.795 -5.867 -1.02 0.44 0.31
C -5.308 15.268 -6.275 -0.24 -1.90 -1.20
O -4.874 16.099 -5.299 1.19 1.71 1.72
O -6.162 13.615 -4.728 1.00 -0.14 -0.42
H -4.270 13.463 -5.659 -0.03 0.14 0.57
H -5.609 13.178 -6.706 -0.19 -0.05 -0.16
H -6.316 15.579 -6.548 -0.27 -0.28 -0.53
H -4.591 15.351 -7.092 -0.34 -0.16 -0.85
H -4.271 16.695 -5.750 0.03 0.23 0.63
H -6.976 13.188 -5.005 0.06 -0.12 -0.10
C -7.629 10.095 -4.530 0.68 0.20 0.82
C -8.510 11.132 -3.823 -0.51 0.20 -0.27
O -7.912 11.867 -2.825 1.74 0.43 0.74
O -6.178 10.380 -4.462 -2.54 0.46 0.73
H -7.978 10.041 -5.561 0.28 0.00 -0.18
H -7.869 9.135 -4.074 0.52 -0.24 0.04
H -9.330 10.660 -3.282 -0.61 -0.77 -0.84
H -8.901 11.817 -4.575 -0.32 0.07 -0.31
H -8.476 12.603 -2.576 0.30 0.37 0.28
H -5.781 9.822 -5.134 0.84 -0.54 -0.81